Entry 1:
Density functional theory data (ωB97M-V with the def2-TZVPD basis set) for a single C11H12O2S2 molecule.

For the HOMO energy, the calculation gives -8.6 eV.

Atoms and positions in Å:
C: 0.1080 3.2869 1.5159
C: -1.1512 3.4786 0.8975
C: 0.7214 2.0393 1.5060
C: -1.8027 2.5286 0.2069
C: 0.0379 1.0522 0.8300
C: -1.1801 1.2661 0.0391
C: 0.4678 -0.3726 0.5268
C: -1.7008 0.0212 -0.6199
C: -0.5158 -0.9350 -0.5520
C: 0.1169 -3.4737 0.8206
C: 1.8624 -1.7088 -1.9876
O: 1.4061 -0.9589 0.9895
O: 0.9368 0.6619 -2.0787
S: -0.8912 -2.7166 -0.4951
S: 0.4108 -0.6489 -2.1761
H: 0.6346 4.0835 1.9303
H: -1.4750 4.4928 1.0556
H: 1.5592 1.7550 2.2147
H: -2.7566 2.8276 -0.2619
H: -2.6186 -0.4043 -0.0947
H: -1.8631 0.3139 -1.5981
H: 0.1321 -2.8773 1.7131
H: 1.1616 -3.4123 0.3932
H: -0.1254 -4.4808 1.0132
H: 2.4989 -1.7562 -2.8491
H: 1.5895 -2.6729 -1.8106
H: 2.4368 -1.3892 -1.1286

Forces on atoms 1 to 3 (eV/Å):
-0.588 -1.733 -1.046
2.688 1.685 1.765
-0.095 -0.347 1.536

=====

Entry 2:
Density functional theory data (ωB97M-V with the def2-TZVPD basis set) for a molecular structure, C18H38N4O10TlV.

For the HOMO energy, the calculation gives -13.8 eV. Its net charge is +2.

Atoms and positions in Å:
Tl: -2.0802 -0.5003 3.5526
O: -2.8778 3.0039 -1.2708
V: -2.4363 3.8616 0.0483
O: -1.7097 5.1850 -0.4155
N: 1.4810 -0.0312 4.2640
O: 0.8315 -0.4956 5.1655
O: 2.6156 -0.4049 3.9881
O: 0.9320 0.8434 3.6244
N: 0.0336 1.8512 0.9339
O: -0.6240 0.8749 1.3390
O: 1.1878 1.6540 0.9484
O: -0.4373 2.8797 0.5020
C: 2.4735 0.6875 -2.4056
C: 2.8660 2.1422 -2.3742
C: 1.4952 2.8705 -2.3411
C: 1.5481 4.4410 -2.1711
C: 2.4474 4.6673 -0.9089
C: 3.8376 3.9370 -0.8837
N: 3.6327 2.5169 -1.1956
O: 4.7782 1.8477 -1.1004
C: 4.7759 4.6979 -1.8182
C: 4.3024 4.0593 0.5957
C: 3.5366 2.3914 -3.7271
H: 3.3192 0.0052 -2.4907
H: 1.5974 0.3572 -2.9637
H: 2.2080 0.4323 -1.3797
H: 0.7136 2.4391 -2.9665
H: 0.9996 2.6078 -1.4066
H: 0.5557 4.8791 -2.0645
H: 2.0212 4.8345 -3.0709
H: 1.8452 4.2120 -0.1227
H: 2.4629 5.7541 -0.8268
H: 5.6151 4.0782 -2.1340
H: 4.4619 5.0584 -2.7977
H: 5.1282 5.6012 -1.3201
H: 5.3717 4.0124 0.8018
H: 4.0615 5.0518 0.9766
H: 3.7615 3.2671 1.1134
H: 3.3418 3.4076 -4.0701
H: 3.3042 1.7533 -4.5797
H: 4.6236 2.3428 -3.6623
H: 5.3851 2.2587 -1.7204
C: -2.0857 -1.6913 -0.3240
C: -2.7867 -3.0054 0.0829
C: -1.6736 -4.0809 -0.1759
C: -2.0311 -5.4423 0.3851
C: -2.3630 -5.2714 1.8796
C: -3.4850 -4.2048 2.2603
N: -3.1157 -2.9735 1.5916
O: -4.1245 -1.9738 1.8038
C: -4.8583 -4.7318 1.9743
C: -3.2855 -4.0809 3.7515
C: -3.9870 -3.2672 -0.9438
H: -1.6798 -1.7735 -1.3323
H: -2.8698 -0.9343 -0.3363
H: -1.2351 -1.4565 0.3158
H: -1.5069 -4.3256 -1.2249
H: -0.7020 -3.6924 0.1295
H: -2.8691 -5.9891 -0.0471
H: -1.1897 -6.1182 0.2324
H: -1.3656 -5.0201 2.2402
H: -2.6578 -6.2445 2.2724
H: -5.5587 -3.9314 1.7358
H: -5.2841 -5.2314 2.8445
H: -4.9244 -5.5501 1.2573
H: -4.0301 -3.3448 4.0546
H: -2.2797 -3.7618 4.0248
H: -3.5646 -5.0176 4.2340
H: -4.9094 -2.7189 -0.7525
H: -3.8283 -2.9304 -1.9682
H: -4.3679 -4.2777 -0.7962
H: -4.7676 -2.2915 1.1657

Forces on atoms 1 to 3 (eV/Å):
-0.041 -0.467 -0.381
1.023 2.581 3.455
2.098 -1.637 -3.754

=====

Entry 3:
Density functional theory data (ωB97M-V with the def2-TZVPD basis set) for a gas-phase ion, C12H16N (charge +1).

Its expectation value of S² is 2.014. The spin multiplicity is 3. For the HOMO energy (spin up / spin down), the calculation gives -10.0 / -14.2 eV. Its net charge is +1.

Atoms and positions in Å:
C: 4.0041 0.8002 0.2352
C: 4.0090 -0.5963 0.1932
C: 2.8513 1.4621 -0.0898
C: 2.8708 -1.2512 -0.1224
C: 1.6219 0.7447 -0.2388
C: 0.2343 1.2679 -0.0472
C: -0.5981 0.2614 -0.1334
C: 0.4159 -1.2895 -0.2541
C: -2.7121 1.1751 -0.8767
C: -2.3896 0.2857 1.4740
C: -2.4551 -1.3599 -0.5116
C: -2.0908 0.0115 0.0149
N: 1.6915 -0.6276 -0.3213
H: 4.9719 1.2767 0.5584
H: 4.9111 -1.3127 0.4351
H: 2.9484 2.5641 -0.0805
H: 3.0268 -2.3365 -0.3677
H: 0.1260 2.2276 0.3086
H: 0.2481 -1.8348 0.6284
H: 0.0180 -1.8320 -1.0957
H: -2.0870 1.1875 -1.7937
H: -3.7242 1.1185 -1.3376
H: -2.7504 2.1088 -0.1461
H: -1.7936 -0.4546 2.1279
H: -3.5186 0.3449 1.6330
H: -2.0788 1.2618 1.6565
H: -2.3527 -1.4678 -1.5539
H: -3.5270 -1.5032 -0.1937
H: -1.8711 -2.2324 -0.1010

Forces on atoms 1 to 3 (eV/Å):
2.317 0.790 0.646
2.302 -1.505 0.869
0.343 0.885 0.857

=====

Entry 4:
Density functional theory data (ωB97M-V with the def2-TZVPD basis set) for 2 unconnected molecules or ions with the total composition HNO2S2.

For the HOMO energy (spin up / spin down), the calculation gives -10.2 / -10.3 eV.

Atoms and positions in Å:
N: 1.9540 0.5526 0.4576
O: 4.4336 0.7319 -0.0225
O: 3.3942 -1.5057 0.0310
S: -0.4910 -0.9433 0.3160
S: 3.2608 -0.1054 0.1566
H: 0.0824 -2.2044 0.6872

Forces on atoms 1 to 3 (eV/Å):
-1.988 -0.149 0.026
-1.372 -0.727 0.328
0.211 -1.179 -0.135

=====

Entry 5:
Density functional theory data (ωB97M-V with the def2-TZVPD basis set) for a molecular structure, CoF8IN4O16S8.

Its expectation value of S² is 3.757. The spin multiplicity is 4. For the HOMO energy (spin up / spin down), the calculation gives -1.3 / -1.3 eV. Its net charge is -3.

Atoms and positions in Å:
Co: 1.1729 -1.5294 29.3154
I: -0.6374 -3.2060 28.2843
N: 2.1218 -0.4285 27.9862
S: 2.7481 -0.6002 26.3809
O: 4.1268 -0.9748 26.2416
O: 2.0799 0.1978 25.3908
F: 2.0352 -2.0094 26.1283
S: 2.7106 0.9974 28.1056
O: 1.9021 2.0793 27.6291
O: 4.1277 1.1730 27.9934
F: 2.5296 1.0836 29.7085
N: -2.3395 1.7339 29.9107
S: -0.6935 1.4790 29.9382
O: 0.1535 2.6313 30.0777
O: -0.2860 0.3059 29.1942
F: -0.7167 0.9051 31.4030
S: -2.4920 2.6555 28.6788
O: -2.7486 1.9678 27.4292
O: -1.7418 3.8880 28.6701
F: -3.9355 3.2640 29.0686
N: 5.6321 -3.3961 28.5317
S: 4.1483 -4.0049 29.1405
O: 3.9315 -5.4234 29.1036
O: 2.9763 -3.1933 28.9105
F: 4.5616 -3.7057 30.6402
S: 5.6323 -4.1690 27.1821
O: 4.5218 -3.8635 26.3427
O: 6.0445 -5.5490 27.3087
F: 6.8383 -3.4107 26.4523
N: 1.5189 -1.6517 31.2365
S: 2.7935 -1.0269 32.2207
O: 3.5084 -1.9764 33.0359
O: 2.6229 0.3537 32.5953
F: 3.7469 -0.8732 30.9719
S: 0.6638 -2.2353 32.4333
O: 0.6088 -1.5509 33.6927
O: 0.5848 -3.6552 32.4363
F: -0.7546 -1.8058 31.7870

Forces on atoms 1 to 3 (eV/Å):
-1.028 -0.668 -1.147
0.344 0.275 0.292
1.973 -0.332 -4.059

=====

Entry 6:
Density functional theory data (ωB97M-V with the def2-TZVPD basis set) for a molecular structure, C30H24Cl2O2PY.

For the HOMO energy, the calculation gives -7.7 eV.

Atoms and positions in Å:
C: 2.6455 0.0043 0.9179
C: 1.8364 1.1484 0.6210
C: 0.7011 1.1226 1.4881
H: 2.0871 1.9317 -0.0913
C: 0.8152 -0.0268 2.3346
C: 2.0155 -0.7193 1.9779
H: 2.4292 -1.5855 2.4923
H: 3.6321 -0.2007 0.5088
H: -0.0783 1.8833 1.5441
H: 0.1295 -0.3124 3.1324
Y: 0.3799 -0.9488 0.1029
Cl: -2.0119 -1.1176 0.9658
P: -1.9002 1.8358 -1.3404
C: -2.6667 2.8417 -0.0718
C: -2.7911 4.2344 -0.2162
H: -2.4073 4.7219 -1.1096
C: -3.4080 4.9749 0.7930
H: -3.5091 6.0571 0.6734
C: -3.8826 4.3386 1.9460
H: -4.3711 4.9223 2.7277
C: -3.7282 2.9529 2.1083
H: -4.0836 2.4542 3.0142
C: -3.1082 2.2091 1.1130
H: -2.9459 1.1372 1.2331
C: -0.8876 2.8688 -2.4010
C: 0.0815 3.7118 -1.8064
H: 0.1474 3.7917 -0.7195
C: 0.9626 4.4249 -2.6172
H: 1.7006 5.0866 -2.1589
C: 0.9102 4.2830 -4.0113
H: 1.5966 4.8490 -4.6444
C: -0.0069 3.3986 -4.5943
H: -0.0312 3.2634 -5.6774
C: -0.8844 2.6681 -3.7957
H: -1.5639 1.9370 -4.2354
C: -3.1584 0.9811 -2.2914
C: -4.3999 1.6005 -2.5047
H: -4.5949 2.5843 -2.0758
C: -5.3624 0.9482 -3.2691
H: -6.3204 1.4368 -3.4573
C: -5.1042 -0.3287 -3.7870
H: -5.8614 -0.8334 -4.3906
C: -3.8792 -0.9644 -3.5317
H: -3.6837 -1.9662 -3.9205
C: -2.9058 -0.3247 -2.7712
H: -1.9651 -0.8231 -2.5343
Cl: 4.4222 -8.1976 0.7554
C: 3.5044 -6.8036 0.3544
C: 4.0646 -5.8295 -0.4902
C: 3.3154 -4.7025 -0.8210
C: 2.0134 -4.5954 -0.3340
C: 1.4460 -5.5509 0.5103
C: 2.2052 -6.6590 0.8805
C: 1.2824 -3.3345 -0.5455
O: 1.9322 -2.2679 -0.9093
O: 0.0272 -3.2463 -0.2746
H: 5.0732 -5.9532 -0.8861
H: 3.7252 -3.9006 -1.4324
H: 0.4312 -5.4071 0.8883
H: 1.8055 -7.4138 1.5548

Forces on atoms 1 to 3 (eV/Å):
-0.322 0.660 0.636
0.156 -0.581 0.676
0.631 -0.033 0.625

=====

Number 1: DFT total energy -37365.1466 eV, maximum force 4.55 eV/A. Number 2: DFT total energy -76064.2179 eV, maximum force 5.61 eV/A. Number 3: DFT total energy -14181.3272 eV, maximum force 7.14 eV/A. Number 4: DFT total energy -27265.6460 eV, maximum force 2.87 eV/A. Number 5: DFT total energy -192868.9711 eV, maximum force 7.66 eV/A. Number 6: DFT total energy -70975.6667 eV, maximum force 2.81 eV/A.